Molecular formula: C2H7N4S
Method: DFT, wB97M-V/def2-TZVPD

Last column: Mulliken charge in e.
Element x y z (Å)
1 C -1.33966 0.42703 0.17048  0.661
2 C 0.83875 -0.47618 0.48750  -0.432
3 N 1.32667 0.92415 0.58948  -0.149
4 N -0.58404 -0.66069 0.46980  -0.176
5 N -2.67289 0.39068 -0.13074  -0.373
6 N 2.14878 1.24026 -0.35947  -0.208
7 S -0.49997 1.88569 0.09381  -0.119
8 H 1.13617 -0.97878 -0.43565  0.378
9 H 1.27234 -1.03680 1.46039  0.292
10 H -1.14232 -1.47062 0.68899  0.229
11 H -3.25046 -0.38368 -0.15671  0.203
12 H -3.01010 1.26590 -0.47777  0.191
13 H 2.17681 0.63422 -1.18972  0.258
14 H 2.70342 2.08688 -0.25988  0.245

Force components x, y, z for each atom (eV/Å):
-0.2 -1.2 -0.3
2.5 -1.6 2.5
-0.9 -3.4 1.1
-3.1 2.6 -0.1
3.4 1.9 0.7
1.0 -0.2 -1.4
-2.7 2.8 -0.6
1.0 0.1 0.1
-0.8 1.0 -2.4
0.9 -0.6 0.2
-1.0 -1.9 0.0
-0.5 0.3 0.0
0.7 0.5 0.5
-0.4 -0.2 -0.3

Molecular weight   119.173 u
Frontier orbital gap (alpha / beta)   7.997 / 7.119 eV
Multiplicity   3
Charge   +1

---

Molecular formula: C3H4BrIN2
Method: DFT, wB97M-V/def2-TZVPD

Last column: Mulliken charge in e.
Element x y z (Å)
1 C 0.48518 -0.33470 0.95061  -0.370
2 C -0.93969 -0.00782 1.03555  0.276
3 C 0.66000 -0.29297 -1.43814  -0.102
4 N 1.06047 -0.13831 -0.23270  -0.219
5 N -1.61997 0.02563 -0.07469  -0.580
6 Br 2.87339 1.22060 0.09995  -0.296
7 I -3.57117 0.49730 0.01313  0.108
8 H 1.15448 -0.29321 1.77394  0.404
9 H -1.29586 -0.00666 2.12465  0.317
10 H 0.88392 0.53672 -2.19422  0.222
11 H 0.30924 -1.20657 -2.05807  0.241

Force components x, y, z for each atom (eV/Å):
-0.3 0.8 -1.8
-0.3 -1.4 0.3
0.4 0.6 -2.8
-1.2 -0.8 0.2
0.9 0.1 1.5
0.5 0.4 -0.1
-0.4 0.1 0.1
0.1 -0.3 0.7
0.0 0.5 -1.7
0.0 -1.0 1.4
0.2 1.0 2.2

Molecular weight   274.887 u
Frontier orbital gap (alpha / beta)   6.751 / 7.053 eV

---

Molecular formula: C3H6INOS
Method: DFT, wB97M-V/def2-TZVPD

Last column: Mulliken charge in e.
Element x y z (Å)
1 C -1.24232 0.41033 -0.75111  -0.520
2 C -0.15461 1.37789 -0.22862  0.076
3 C 0.17574 -0.04367 -0.57617  -0.230
4 N 1.72649 -2.02529 -0.23654  -0.433
5 O -0.01132 1.58580 1.10390  -0.529
6 S 1.14325 -0.97048 0.70993  0.084
7 I -0.83694 -1.84492 2.04981  -0.149
8 H -1.94714 0.03325 0.00116  0.126
9 H -1.66885 0.43741 -1.73360  0.257
10 H 0.31021 2.18350 -0.78556  0.318
11 H -0.79250 1.62376 1.66418  0.354
12 H 0.76662 -0.23431 -1.38445  0.379
13 H 2.53137 -2.53327 0.16707  0.267

Force components x, y, z for each atom (eV/Å):
0.3 -0.1 1.9
-0.5 -1.1 -1.4
0.3 0.5 1.8
2.5 -3.0 -2.1
0.3 0.6 2.2
-0.6 4.2 -0.3
-2.3 -1.3 1.9
0.2 0.4 -0.2
0.2 0.2 -0.4
-0.5 -0.1 -0.5
-0.3 0.0 -0.5
1.1 -0.4 -2.5
-0.8 0.1 0.0

Molecular weight   231.058 u
Frontier orbital gap (alpha / beta)   7.147 / 6.684 eV
Multiplicity   3

---

Molecular formula: C26H41IN2O26S7
Method: DFT, wB97M-V/def2-TZVPD

Last column: Mulliken charge in e.
Element x y z (Å)
1 C -4.38330 -0.08929 5.70808  -0.960
2 C -3.92967 -1.30260 4.72645  0.391
3 O -2.74700 -1.71957 4.88911  -0.234
4 O -4.82948 -1.78865 3.74093  -0.263
5 C -5.03086 -3.23105 3.83762  -0.319
6 C -5.23457 -3.81973 2.35668  -0.547
7 C -3.94689 -4.58330 1.75307  -0.949
8 C -2.59808 -3.82823 2.15843  0.190
9 C -1.80171 -4.40414 3.40762  -0.130
10 C -0.48709 -3.80056 3.96983  -0.562
11 C 0.12072 -2.54808 3.22175  0.602
12 N 1.34995 -1.88869 3.60345  -0.694
13 S 1.44618 -0.66368 2.40598  0.124
14 N 0.07592 -0.90934 1.39542  -0.327
15 C -0.66606 -2.01693 1.95356  0.727
16 C -2.00981 -2.58444 1.39215  0.338
17 C -2.82371 -2.07063 0.12878  -0.591
18 C -3.11819 -0.49881 0.04676  -0.639
19 C -3.38830 0.25431 1.43360  -0.394
20 I -1.62539 0.61815 -1.15663  0.049
21 H -3.74009 -0.11632 6.66633  0.210
22 H -4.23441 0.94160 5.21385  0.266
23 H -5.50485 -0.17806 5.98789  0.320
24 H -4.24691 -3.78048 4.46370  0.212
25 H -6.03830 -3.37922 4.39617  0.363
26 H -5.49555 -2.97138 1.62501  0.246
27 H -6.13414 -4.54775 2.32315  0.431
28 H -3.97979 -4.73479 0.62074  0.423
29 H -3.94577 -5.64013 2.23139  0.071
30 H -2.23248 -5.31435 3.97514  -0.130
31 H 0.00829 -4.28965 4.88550  0.474
32 H -3.83427 -2.61121 -0.03665  0.127
33 H -2.19442 -2.34357 -0.80837  0.409
34 H -4.09050 -0.38637 -0.57531  0.504
35 H -3.11372 -0.31654 2.38020  -0.298
36 H -2.87692 1.29171 1.43117  0.346
37 H -4.52608 0.47730 1.49948  0.254
38 C 3.03302 2.85405 -4.23831  -0.143
39 C 2.54027 1.41693 -4.29357  -0.341
40 O 1.46853 1.35577 -3.35088  -0.254
41 S 0.71746 2.79437 -3.31030  0.871
42 O -0.43865 2.72277 -4.15653  -0.511
43 O 0.65759 3.23470 -1.94859  -0.507
44 O 1.85705 3.65232 -4.08292  -0.220
45 H 3.67308 3.01749 -3.36663  0.205
46 H 3.56993 3.13988 -5.13831  0.263
47 H 3.32022 0.69960 -4.03775  0.303
48 H 2.13523 1.17634 -5.28116  0.322
49 C -0.42256 -1.75611 7.44208  0.178
50 C -1.35436 -2.32229 8.50186  -0.324
51 O -0.91203 -3.66434 8.70462  -0.339
52 S 0.69431 -3.73221 8.47628  1.072
53 O 1.33397 -3.66022 9.75711  -0.541
54 O 0.97202 -4.76821 7.52631  -0.515
55 O 0.86614 -2.29599 7.74281  -0.298
56 H -0.70940 -2.09534 6.44276  -0.129
57 H -0.39200 -0.66593 7.45950  0.298
58 H -2.39891 -2.30375 8.18990  0.263
59 H -1.24833 -1.78471 9.44914  0.344
60 C 4.94577 8.28585 -5.50298  -0.392
61 C 4.45594 7.86018 -4.12743  -0.344
62 O 3.50812 6.82273 -4.37692  -0.288
63 S 3.95442 6.00480 -5.70576  0.957
64 O 4.66608 4.82801 -5.29092  -0.438
65 O 2.84325 5.96493 -6.60727  -0.501
66 O 5.03640 7.07917 -6.26141  -0.297
67 H 4.22264 8.94333 -5.99382  0.308
68 H 5.91588 8.78254 -5.45985  0.327
69 H 3.99333 8.68040 -3.57828  0.325
70 H 5.27046 7.43763 -3.53148  0.278
71 C -1.92515 6.19527 -7.42041  -0.309
72 C -0.47319 6.01454 -7.83568  -0.133
73 O -0.23516 7.03530 -8.80609  -0.299
74 S -1.13979 8.33248 -8.44181  1.104
75 O -0.32171 9.26355 -7.72100  -0.538
76 O -1.89444 8.69850 -9.60270  -0.536
77 O -2.13426 7.60793 -7.38345  -0.327
78 H -2.60470 5.76952 -8.16429  0.291
79 H -2.13314 5.75339 -6.44512  0.310
80 H -0.28135 5.02857 -8.25907  0.316
81 H 0.20266 6.18554 -6.99285  0.130
82 C 9.25756 2.66961 -5.90895  -0.325
83 C 8.76944 1.22999 -5.96813  -0.398
84 O 7.69855 1.16328 -5.02701  -0.322
85 S 6.94144 2.59940 -4.98292  1.266
86 O 5.78886 2.52210 -5.83002  -0.508
87 O 6.87964 3.03697 -3.62100  -0.586
88 O 8.07984 3.46189 -5.75379  -0.298
89 H 9.89645 2.83439 -5.03666  0.300
90 H 9.79570 2.96008 -6.81213  0.303
91 H 9.55145 0.51463 -5.71282  0.317
92 H 8.36625 0.99022 -6.95654  0.274
93 C -2.62158 -9.04147 6.60765  -0.335
94 C -3.14662 -10.10465 5.65544  -0.414
95 O -4.02941 -9.40916 4.77470  -0.325
96 S -3.48507 -7.89392 4.56703  1.206
97 O -2.73422 -7.84753 3.34698  -0.549
98 O -4.55419 -6.98505 4.85770  -0.572
99 O -2.43805 -7.87417 5.80620  -0.215
100 H -3.35613 -8.80953 7.38403  0.288
101 H -1.68074 -9.33435 7.07517  0.303
102 H -3.67305 -10.90525 6.17533  0.318
103 H -2.33769 -10.53158 5.05525  0.293

Force components x, y, z for each atom (eV/Å):
-0.8 -0.2 -0.4
3.2 0.1 1.1
-4.8 1.0 -0.9
1.7 0.3 2.6
-1.6 -1.4 -0.3
0.1 -0.1 -0.8
0.6 -0.1 1.0
3.3 2.1 0.2
2.6 2.6 0.0
-2.9 0.1 -2.9
-0.7 -1.3 0.6
-4.7 -0.2 -3.7
-2.2 -2.0 -0.2
-0.2 -2.9 3.4
1.8 1.2 0.3
-0.8 -3.4 3.0
1.1 0.1 -0.8
-1.4 -0.1 0.3
-0.7 1.0 -0.1
-0.7 -0.5 0.5
-1.0 -0.2 -1.8
-0.2 -1.7 0.6
1.9 0.1 -0.5
-0.8 1.0 -1.2
1.6 0.3 -0.9
0.3 -1.0 1.4
1.5 1.2 0.2
-0.2 0.4 1.6
0.3 1.8 -0.8
0.8 1.7 -1.2
-0.8 1.0 -1.6
1.8 0.7 0.8
-1.0 0.4 1.5
1.9 -0.2 0.9
-0.1 0.6 -1.5
-0.7 -1.8 0.1
1.8 -0.5 0.0
0.6 -0.7 0.2
0.1 0.2 -0.6
-0.3 0.8 0.4
0.4 -0.1 -0.2
0.6 0.3 0.8
-0.3 -0.4 -1.0
-0.9 -0.5 0.2
0.0 0.0 -0.1
-0.3 -0.1 0.2
-0.2 0.0 0.2
0.1 0.0 0.0
-0.6 0.0 -0.6
0.1 0.7 0.3
0.7 -0.2 -0.5
0.0 0.4 0.0
-0.3 -0.3 -1.1
-0.1 0.5 0.9
-0.1 -0.7 0.8
-0.1 0.1 0.1
0.2 -0.1 0.1
0.1 -0.3 0.0
0.0 0.0 -0.1
-0.3 0.6 0.1
0.7 0.1 0.2
0.0 -0.2 -1.0
0.2 0.4 0.3
-0.6 1.5 -0.7
0.7 -0.3 0.7
-0.3 -0.7 0.5
0.0 0.0 0.1
0.0 -0.3 -0.1
-0.2 -0.2 -0.1
0.0 0.1 0.0
-0.1 -0.6 -0.3
0.1 -0.2 0.8
-0.8 0.6 -0.1
0.1 -0.2 0.1
-0.8 -0.4 -0.6
0.7 0.0 0.8
0.7 0.4 -0.3
0.0 0.0 0.0
0.0 0.3 0.0
0.0 0.2 -0.2
0.0 -0.1 0.0
0.5 -0.2 0.3
0.1 0.0 -0.7
-0.1 0.8 0.4
0.0 0.0 -0.1
0.9 -0.1 0.8
-0.2 -0.4 -1.0
-0.7 -0.6 0.1
0.0 0.0 -0.1
-0.3 0.1 0.1
-0.2 0.0 0.2
0.1 0.0 0.0
-0.3 -0.3 0.5
0.7 -0.3 0.0
0.0 1.0 0.2
0.2 -0.4 0.2
-0.7 0.3 0.9
0.7 -0.5 -0.5
-0.4 -0.1 -0.9
0.0 -0.1 0.0
0.0 0.2 -0.2
-0.2 0.2 -0.2
0.0 0.0 0.1

Molecular weight   1148.975 u
SMILES string   CC(=O)OCCCc1ccc2nsnc2c1C[C@@H](C)I.O=S1(=O)OCCO1.O=S1(=O)OCCO1.O=S1(=O)OCCO1.O=S1(=O)OCCO1.O=S1(=O)OCCO1.O=S1(=O)OCCO1
Frontier orbital gap   7.261 eV